[1]
C21H22N4O3 | the ωB97M-V functional and the def2-TZVPD basis

Properties
SMILES ... CCOc1ccc(NC(=O)N2CC=C(n3c(=O)[nH]c4ccccc43)CC2)cc1
Energy relative to the best compared isomer or geometry (same formula, charge and spin) ... 19.9 kcal per mole
Charge ... 0
Molecular weight ... 378.4 g/mol
E_tot ... -1258.2373 a.u.
E_LUMO ... 0.65 eV
HOMO level ... -0.283 Eh
HOMO-LUMO gap ... 8.344 eV

Cartesian coordinates (Å):
C  -8.78377  -1.04032  -0.91085
C  -8.41822  -1.16586  0.56582
O  -7.65857  -0.07208  1.03477
C  -6.33927  0.03010  0.69665
C  -5.58921  -0.93090  0.02946
C  -4.24754  -0.71996  -0.23834
C  -3.62553  0.45882  0.15010
C  -4.37682  1.42162  0.82416
C  -5.71054  1.21132  1.09287
H  -6.29368  1.95343  1.61470
H  -3.90914  2.34470  1.13907
N  -2.27229  0.73199  -0.07927
C  -1.37912  0.00787  -0.83148
O  -1.67194  -0.98630  -1.46721
N  -0.09966  0.50242  -0.82674
C  0.86307  -0.06883  -1.74035
H  0.34952  -0.84656  -2.30715
C  2.04494  -0.64361  -0.96010
C  2.62993  0.47001  -0.14001
C  1.86445  1.46920  0.28699
C  0.38967  1.55655  0.03246
H  -0.11096  1.49926  1.00746
H  0.17884  2.54830  -0.40176
H  2.28152  2.29543  0.83868
N  4.02134  0.47950  0.06348
C  4.85201  -0.60931  0.28186
C  4.59695  -1.95273  0.49028
C  5.68160  -2.78995  0.70674
C  6.98238  -2.30791  0.72554
C  7.24833  -0.95975  0.53886
C  6.17202  -0.12414  0.32184
N  6.10045  1.23700  0.12546
C  4.79314  1.63486  -0.02876
O  4.40526  2.76249  -0.21967
H  6.87513  1.87731  0.09983
H  8.25585  -0.57556  0.56573
H  7.80057  -2.99029  0.89587
H  5.50516  -3.84228  0.86766
H  3.59487  -2.34628  0.49564
H  2.79112  -1.05114  -1.64305
H  1.67936  -1.44953  -0.31935
H  1.21935  0.71043  -2.42473
H  -1.97992  1.63692  0.25435
H  -3.68012  -1.46989  -0.76247
H  -6.02989  -1.86166  -0.29083
H  -7.89809  -2.11244  0.75925
H  -9.32647  -1.14408  1.17526
H  -9.32863  -0.11435  -1.07716
H  -9.41001  -1.87764  -1.20660
H  -7.89097  -1.02896  -1.53115

Cartesian forces (eV/Å) of the 2 atoms listed first:
0.2 0.1 0.4
-0.2 -0.2 -0.3



[2]
C21H22N4O3S8Se2Ti | the ωB97M-V functional and the def2-TZVPD basis

Properties
Energy relative to the best compared isomer or geometry (same formula, charge and spin) ... 1.2 kcal per mole
Charge ... -2
Molecular weight ... 840.8 g/mol
E_tot ... -10096.2592 a.u.
E_LUMO ... 4.05 eV
HOMO level ... -0.053 Eh
HOMO-LUMO gap ... 5.493 eV

Cartesian coordinates (Å):
Ti  -0.64460  2.26339  -0.62862
O  -2.16195  2.28374  -0.06826
N  0.04514  1.73621  1.49645
C  -0.24170  0.74882  2.34266
C  -0.09140  0.88089  3.70838
C  0.37413  2.10132  4.20044
C  0.64250  3.13656  3.33397
C  0.44469  2.94006  1.95506
S  0.59475  4.12330  0.71586
H  -0.57464  -0.16923  1.87968
H  -0.31555  0.05134  4.36500
H  0.51537  2.24025  5.26699
H  0.97750  4.10273  3.68460
C  2.45773  -2.96825  -2.52336
Se  2.24164  -1.11045  -3.06800
C  3.90016  -0.46479  -2.27611
C  3.96055  -0.57394  -0.75815
Se  3.00160  0.88431  0.11440
C  2.96941  0.05240  1.86918
H  2.32070  -3.08285  -1.45000
H  3.43006  -3.35499  -2.82971
H  1.66746  -3.53141  -3.01622
H  3.97601  0.57407  -2.60178
H  4.72491  -1.02112  -2.72724
H  5.00267  -0.54579  -0.42891
H  3.52123  -1.51022  -0.41156
H  3.97294  -0.25096  2.16852
H  2.29414  -0.80113  1.86922
H  2.60644  0.80889  2.56352
S  1.63954  6.94413  -6.17723
C  1.13952  5.82291  -5.03977
S  -0.34840  5.91271  -4.19877
C  -0.19769  4.46934  -3.22557
C  0.95590  3.77742  -3.38332
S  1.36773  2.31386  -2.56675
S  2.06776  4.46975  -4.54706
S  -1.51293  4.00170  -2.18207
N  -5.48369  -2.46125  3.35899
C  -4.24089  -2.56190  2.70044
C  -3.05827  -2.28393  3.37828
C  -1.83824  -2.39496  2.73169
C  -1.78607  -2.78944  1.40413
C  -2.96024  -3.10111  0.73046
C  -4.17960  -2.98718  1.37537
S  -0.23479  -2.78142  0.53221
O  0.78367  -2.90645  1.54977
O  -0.32351  -3.84219  -0.45308
N  -0.14120  -1.33306  -0.08363
C  -0.68733  -1.00371  -1.26453
S  -1.24219  -2.14271  -2.49886
C  -1.67534  -0.81918  -3.52359
C  -1.40765  0.34424  -2.91111
N  -0.86245  0.25139  -1.64596
H  -5.47055  -1.77626  4.10027
H  -6.23918  -2.25788  2.72127
H  -3.09694  -1.96226  4.41335
H  -0.91274  -2.17154  3.24657
H  -2.91248  -3.42092  -0.30150
H  -5.09679  -3.21575  0.84388
H  -2.08746  -0.96716  -4.50697
H  -1.56938  1.32966  -3.32289

Cartesian forces (eV/Å) of the 2 atoms listed first:
-0.3 0.4 0.0
0.2 -0.2 -0.1



[3]
C21H22N4O7 | the ωB97M-V functional and the def2-TZVPD basis

Properties
SMILES ... CC(=O)Nc1ccc(NC(=O)COC(=O)c2cc([N+](=O)[O-])ccc2N2CCOCC2)cc1
Energy relative to the best compared isomer or geometry (same formula, charge and spin) ... 0.0 kcal per mole
Charge ... 0
Molecular weight ... 442.4 g/mol
E_tot ... -1559.0958 a.u.
E_LUMO ... -0.31 eV
HOMO level ... -0.307 Eh
HOMO-LUMO gap ... 8.047 eV

Cartesian coordinates (Å):
C  -9.81329  -0.26253  -1.05070
C  -8.61495  0.48325  -0.50042
O  -8.70079  1.52649  0.10292
N  -7.43975  -0.16346  -0.76792
C  -6.13658  0.20255  -0.42564
C  -5.83708  1.36513  0.28067
C  -4.52581  1.66403  0.58772
C  -3.48737  0.82035  0.20212
C  -3.78344  -0.34028  -0.50469
C  -5.09515  -0.63957  -0.81164
H  -5.31420  -1.54453  -1.36054
H  -2.99128  -1.00186  -0.80999
N  -2.17835  1.18868  0.55628
C  -1.01760  0.53901  0.29967
O  -0.90585  -0.49659  -0.31370
C  0.18519  1.26510  0.91267
H  0.17069  2.32934  0.64558
H  0.15961  1.18325  2.00820
O  1.37584  0.67846  0.42022
C  2.48878  0.88129  1.14385
O  2.50391  1.49198  2.18140
C  3.68126  0.35834  0.42173
C  4.69433  1.27130  0.20499
C  5.75614  0.95362  -0.63476
C  5.78258  -0.28232  -1.28084
C  4.79526  -1.20437  -1.04279
C  3.73544  -0.93681  -0.15205
N  2.80714  -1.88230  0.15728
C  2.62053  -3.06460  -0.65821
H  2.85429  -2.83795  -1.69771
C  1.14697  -3.48831  -0.57127
O  0.76588  -3.74414  0.75842
C  0.89595  -2.56595  1.52027
H  0.57572  -2.81111  2.53415
C  2.35057  -2.09162  1.51856
H  2.46095  -1.18544  2.11048
H  2.97067  -2.87956  1.97530
H  0.25008  -1.78687  1.09854
H  0.98831  -4.41527  -1.12453
H  0.51825  -2.69027  -0.99040
H  3.25609  -3.88983  -0.30535
H  4.86251  -2.16827  -1.51955
H  6.60492  -0.50574  -1.94337
N  6.79963  1.89957  -0.85785
O  6.74291  2.96094  -0.26663
O  7.68773  1.59139  -1.63127
H  4.65265  2.24770  0.66464
H  -2.12295  2.05043  1.08250
H  -4.30539  2.56828  1.13715
H  -6.63197  2.02458  0.58437
H  -7.50693  -1.03160  -1.28156
H  -9.73019  -0.36444  -2.13082
H  -9.87570  -1.25423  -0.60723
H  -10.71642  0.29158  -0.81325

Cartesian forces (eV/Å) of the 2 atoms listed first:
-0.1 0.2 0.1
-0.2 -0.4 -0.3



[4]
C21H23Br2N2 | the ωB97M-V functional and the def2-TZVPD basis

Properties
SMILES ... Brc1ccc(/C=C/[C@H](c2ccc(Br)cc2)[N+]23CCN(CC2)CC3)cc1
Charge ... +1
Molecular weight ... 463.2 g/mol
E_tot ... -6071.2392 a.u.
E_LUMO ... -3.43 eV
HOMO level ... -0.409 Eh
HOMO-LUMO gap ... 7.689 eV

Cartesian coordinates (Å):
C  -0.38744  2.10084  -1.19616
C  -1.43417  3.17120  -1.36958
N  -2.10837  3.45536  -0.10321
C  -2.75818  2.23698  0.38380
C  -1.75100  1.12587  0.59899
N  -0.36814  1.61433  0.25767
C  -0.07540  2.85495  1.11302
C  -1.13080  3.90874  0.87757
H  -0.61996  1.23709  -1.83656
H  0.58890  2.54698  -1.43118
H  -1.01758  4.11476  -1.72703
H  -2.22576  2.87808  -2.06795
H  -3.27410  2.51566  1.30631
H  -3.51713  1.98186  -0.35500
H  -1.75762  0.83308  1.65633
H  -1.98813  0.28689  -0.06742
H  -0.08156  2.55364  2.17139
H  0.89106  3.28128  0.81052
H  -0.72039  4.84709  0.50977
H  -1.70590  4.13582  1.78706
Br  0.55606  -6.18691  -5.31603
C  0.76201  -4.68324  -4.18364
C  1.12162  -3.42948  -4.68261
C  1.24381  -2.34893  -3.83278
C  0.99693  -2.43949  -2.42846
C  1.07058  -1.24500  -1.57557
C  0.52653  -1.03049  -0.32014
C  0.55921  0.24299  0.47967
C  0.76661  -0.14117  1.96976
C  1.81815  0.40436  2.76011
C  1.87046  0.18812  4.16114
C  0.96404  -0.69208  4.77339
Br  0.97272  -0.98081  6.64985
C  0.07819  -1.44995  3.97212
C  0.06069  -1.23236  2.55418
C  0.66275  -3.72929  -1.94103
C  0.53712  -4.83718  -2.79611
H  1.31075  -3.33253  -5.77177
H  1.54254  -1.37587  -4.25392
H  1.50888  -0.37318  -2.10821
H  0.34267  -2.00451  0.19187
H  1.45155  0.85059  0.14106
H  2.54158  1.09052  2.33637
H  2.57530  0.71095  4.78462
H  -0.58487  -2.15748  4.40304
H  -0.60841  -1.83498  1.96580
H  0.51870  -3.86332  -0.87018
H  0.27550  -5.79976  -2.38084

Cartesian forces (eV/Å) of the 2 atoms listed first:
0.9 -1.0 0.1
-1.5 0.9 0.3



[5]
C21H23BrN3O3PS2 | the ωB97M-V functional and the def2-TZVPD basis

Properties
Charge ... 0
Molecular weight ... 540.4 g/mol
E_tot ... -4915.6010 a.u.
E_LUMO ... -1.55 eV
HOMO level ... -0.314 Eh
HOMO-LUMO gap ... 6.995 eV

Cartesian coordinates (Å):
C  2.31769  -0.08272  -3.60552
C  1.52035  0.71626  -4.74010
C  1.15009  2.16402  -4.17963
C  -0.22678  2.01934  -3.38187
C  -0.32035  3.18353  -2.29452
C  -0.11605  2.71587  -0.81399
C  -1.15363  1.83901  -0.05986
C  -2.48719  1.34624  -0.72661
C  -2.31538  0.04907  -1.66037
C  -3.57844  -0.90515  -1.54266
Br  -0.73941  -1.06935  -1.12846
C  -0.94621  1.45109  1.35696
N  -1.95084  0.63855  2.09598
C  -1.36270  -0.43504  2.38199
O  -0.84497  -1.46432  2.57639
C  0.28011  1.87159  2.14482
N  0.62984  1.64347  3.45159
S  2.10401  2.39433  3.77588
N  2.36156  3.03961  2.24519
C  1.31568  2.73530  1.40672
C  1.09427  3.13940  -0.05318
P  2.44349  4.22997  -0.78971
S  1.79231  6.02561  -1.22514
H  2.37577  0.50115  -2.63257
H  3.37533  -0.23236  -3.96529
H  1.82090  -1.06838  -3.38415
H  0.57492  0.11430  -4.93968
H  2.10180  0.80779  -5.70060
H  1.04329  2.89591  -5.03509
H  1.93145  2.58371  -3.47572
H  -1.09020  2.16410  -4.10795
H  -0.26080  0.98022  -2.95193
H  0.45896  3.95925  -2.53895
H  -1.33762  3.67267  -2.37938
H  -3.20307  1.01897  0.09535
H  -3.02604  2.14782  -1.30566
H  -2.24148  0.34981  -2.75220
H  -3.60497  -1.50132  -0.58110
H  -3.65104  -1.57775  -2.44756
H  -4.49248  -0.23017  -1.58432
H  3.46959  4.40411  0.20427
H  3.03446  3.55375  -1.89968
C  -0.49167  -3.89152  4.71906
C  0.06817  -4.30237  3.58231
C  0.74464  -5.61566  3.49062
O  1.25735  -5.99068  2.45505
C  0.77358  -6.45522  4.70987
C  0.21370  -6.04424  5.84646
C  -0.46289  -4.73057  5.93801
O  -0.97539  -4.35619  6.97394
H  -0.98959  -2.93412  4.80405
H  0.05532  -3.70171  2.68248
H  1.27182  -7.41278  4.62438
H  0.22629  -6.64499  6.74734

Cartesian forces (eV/Å) of the 2 atoms listed first:
0.2 0.2 -0.4
0.1 0.2 1.0